No. 1
The following is a DFT calculation (ωB97M-V with the def2-TZVPD basis set) of a 8-piece molecular cluster, C14H44O14S3 overall in a non-equilibrium geometry.

```
75
Properties=species:S:1:pos:R:3:forces:R:3:lowdin_spin:R:1
S 1.071800 -5.318428 1.097413 0.11 -1.16 -2.45 0.00
S 0.949740 0.278842 3.113996 1.35 0.33 1.42 0.00
S 2.041952 2.776872 -1.327472 1.27 1.87 1.09 0.00
O 0.790591 -6.655406 0.529225 0.49 2.55 1.49 0.00
O -2.146634 0.038407 -0.115770 -0.26 -1.19 -0.21 0.27
O 1.054956 3.734451 -0.811092 0.81 -1.75 -1.18 0.00
O 0.782380 -1.055303 2.589145 -0.07 0.92 -0.22 0.00
O 0.906139 -2.934560 -3.443763 0.66 -1.02 0.46 0.00
O 2.605463 -4.910323 0.700804 -0.91 -0.27 0.11 0.00
O 2.686846 3.399404 -2.766357 -0.95 -1.45 2.03 0.00
O 0.918310 -4.994236 2.490500 0.10 -0.32 -1.23 0.00
O 1.725658 1.297116 2.355906 -2.56 -2.03 1.62 0.00
O -0.550180 0.854236 3.508218 1.71 0.84 -0.75 0.00
O -3.121996 2.517039 0.838509 0.63 -0.15 0.15 0.00
O -4.643541 2.803037 -3.181960 0.12 -1.23 1.28 0.00
O -4.650830 -1.242315 -0.024747 -1.89 0.74 -0.16 0.52
O 1.765207 1.356474 -1.452956 -0.15 1.59 -0.86 0.00
C 1.654506 0.142579 4.869588 -0.64 0.11 -1.82 0.00
C -2.590916 1.025933 4.919538 0.92 -1.26 -1.10 0.00
C -3.807937 1.679273 -2.746118 -0.08 1.60 -0.65 0.00
C 2.919895 4.820969 -2.803134 0.86 1.20 -1.50 0.00
C -1.889279 3.036412 1.345963 1.35 0.72 0.43 0.00
C -0.761478 -0.031500 -0.473434 -0.53 -0.26 -0.17 0.04
C 3.897744 -6.573184 -0.669793 -0.61 0.86 1.09 0.00
C 3.071047 -5.231875 -0.631309 1.17 -1.64 -0.92 0.00
C 3.487364 2.881005 -0.178853 -1.09 -0.21 -1.44 0.00
C 4.314647 5.133259 -3.426885 -0.23 -1.06 1.33 0.00
C -5.535146 -0.104334 -0.054177 -0.76 -1.05 0.94 0.06
C -0.061081 -2.143044 -4.036152 -0.73 0.93 -0.46 0.00
C -1.396357 0.101518 4.384681 -1.22 -0.07 0.79 0.00
C 0.183673 -4.099352 0.026980 -0.18 -0.56 0.78 0.00
H 4.317626 2.494242 -0.769777 0.11 0.07 0.31 0.00
H 2.213520 5.277671 -3.496362 -0.59 -0.23 0.47 0.00
H 2.734504 0.020053 4.787663 -0.12 0.45 -0.07 0.00
H 2.890796 5.305589 -1.827228 -0.42 -0.28 0.01 0.00
H 3.602590 3.923899 0.116424 0.06 -0.24 0.05 0.00
H -0.861768 -4.394621 -0.062254 -0.02 -0.14 0.49 0.00
H -3.204142 1.365888 4.084984 0.16 0.16 -0.10 0.00
H 4.296979 -6.827414 -1.651674 -0.24 0.27 -0.06 0.00
H 0.375259 -1.301469 -4.574158 0.01 0.12 -0.10 0.00
H -4.749622 2.824375 -4.135835 0.23 -0.33 -0.08 0.00
H -1.670424 -0.796276 3.830645 -0.79 0.19 -0.10 0.00
H -0.885037 -0.332621 5.243857 0.43 0.54 0.11 0.00
H -5.633205 0.257589 -1.077650 0.69 0.55 -0.23 0.04
H -6.564218 -0.361375 0.196893 0.16 -0.95 -0.04 0.00
H -1.687172 2.838119 2.398549 -0.58 -0.24 0.12 0.00
H 0.274264 -3.141184 0.538640 0.09 0.01 -0.18 0.00
H -0.660184 -2.708979 -4.749518 0.27 -0.28 0.07 0.00
H -5.277292 0.599620 0.737066 0.77 0.51 -0.57 0.02
H 1.260412 -0.753108 5.349721 -0.20 0.19 -0.18 0.00
H 0.526161 -4.097595 -1.007814 0.55 -0.01 0.26 0.00
H 3.720188 -4.429795 -0.982544 -0.10 0.27 0.48 0.00
H 4.730636 -6.489049 0.028274 0.12 0.07 -0.07 0.00
H -2.797334 1.975437 -3.027287 0.25 -0.70 -0.18 0.00
H 1.520755 -2.388599 -2.948013 0.03 0.11 -0.08 0.00
H 4.412679 6.163266 -3.769770 -0.27 -0.11 0.02 0.00
H -0.759461 -1.745440 -3.299752 -0.21 0.18 0.19 0.00
H -0.580900 0.633535 -1.317956 0.13 0.09 -0.04 0.02
H -0.551131 -1.067970 -0.737241 0.04 0.18 0.11 0.00
H 4.998734 4.977027 -2.592794 0.54 0.11 -0.27 0.00
H -1.761771 4.110289 1.209436 -0.55 0.13 -0.18 0.00
H -2.426042 0.942888 0.043739 -0.21 1.07 0.37 0.00
H -3.781215 1.607493 -1.658811 -0.47 0.53 0.09 0.00
H -3.260152 0.423861 5.534132 0.22 -0.13 0.11 0.00
H 4.587579 4.425798 -4.209900 -0.21 0.16 -0.10 0.00
H 3.279739 -7.387431 -0.291387 -0.10 -0.01 -0.24 0.00
H 1.283905 1.072661 5.300528 0.52 -0.14 0.35 0.00
H -0.151347 0.297868 0.367605 0.13 0.03 0.08 0.02
H -3.807897 2.907310 1.385154 -0.25 -0.03 -0.13 0.00
H 3.199514 2.206376 0.627448 0.16 0.22 0.09 0.00
H -2.256921 1.882928 5.504433 0.25 -0.16 -0.14 0.00
H -4.110794 0.696134 -3.106427 0.00 0.12 -0.48 0.00
H -3.754214 -0.904302 -0.083219 1.58 0.42 0.04 0.00
H -0.999709 2.641851 0.854949 -0.40 -0.48 -0.53 0.00
H 2.293568 -5.327500 -1.389261 -0.49 0.13 0.42 0.00
```
Forces are in eV/Å.

## Properties
- 2S+1: 2
- Charge: +1
- Total energy: -76387.4464 eV
- E_HOMO (alpha / beta): -0.465 / -0.465 Eh
- Frontier orbital gap (alpha / beta): 0.3769 / 0.1207 Eh

No. 2
The following is a DFT calculation (ωB97M-V with the def2-TZVPD basis set) of C16H16N6O4Pt as an isolated structure.

```
43
Properties=species:S:1:pos:R:3:forces:R:3:nbo_charge:R:1
Pt -1.570980 -0.050158 0.290687 -0.36 0.49 0.13 1.11
O -0.180748 -0.155134 1.778887 0.05 0.13 0.11 -0.57
O -2.555204 -1.158980 2.951489 0.10 -0.10 -0.01 -0.28
O 0.656701 2.730789 -1.521898 -0.04 0.01 -0.02 -0.48
O -4.242443 -2.402829 2.431920 0.06 -0.06 -0.09 -0.36
N -2.911418 0.316466 -1.251322 0.06 -0.03 -0.04 -0.58
N -3.343494 -1.631779 2.192670 -0.19 0.16 0.07 0.65
N -5.262152 -2.035182 0.058709 -0.04 0.03 0.06 -0.72
N -3.178993 -1.186471 0.843890 0.04 -0.16 -0.23 -0.53
N -3.936736 -0.658099 -1.222620 0.07 -0.05 -0.04 -0.44
N -0.034220 1.241830 0.130059 0.00 -0.11 0.13 -0.67
C 3.623920 2.379655 2.720642 0.00 0.00 -0.01 -0.18
C 1.697860 1.540224 1.640693 0.02 0.02 0.01 -0.20
C -4.164601 -1.324581 -0.054997 0.07 -0.02 0.04 0.64
C 0.486391 0.824550 1.281861 0.06 -0.15 -0.11 0.68
C 0.614936 -1.514965 -1.185526 0.01 -0.01 -0.02 -0.19
C 3.832466 3.249660 1.657255 0.00 0.00 -0.01 -0.14
C 0.817839 2.230283 -0.454718 -0.02 -0.04 -0.05 0.67
C 1.741368 -1.698547 -0.356063 -0.01 0.00 -0.01 -0.12
C 2.540803 1.501261 2.732279 0.00 -0.02 0.00 -0.12
C 2.991147 -1.339863 -0.808458 0.02 0.01 -0.01 -0.21
C 1.906081 2.416949 0.567960 -0.03 0.00 0.00 -0.05
C -0.675908 -1.867652 -0.710122 0.13 -0.21 -0.02 -0.21
C 0.780256 -0.972186 -2.476669 0.00 -0.01 0.01 -0.07
C 2.969852 3.284199 0.555674 0.02 0.00 0.01 -0.18
C 3.132776 -0.788364 -2.082744 -0.01 -0.01 0.01 -0.08
C 2.030612 -0.608400 -2.919271 0.02 0.00 -0.01 -0.23
H -5.997869 -1.990676 -0.629938 0.01 0.00 0.00 0.44
H 4.310328 2.388889 3.555934 0.00 0.00 0.00 0.25
H 2.369061 0.830427 3.563033 0.00 0.00 0.00 0.25
H 4.680854 3.920165 1.683624 0.00 0.00 0.00 0.25
H 4.117015 -0.506941 -2.434220 0.00 0.00 0.00 0.25
H -2.443511 0.271610 -2.156615 0.03 0.00 0.01 0.43
H -0.729383 -2.506044 0.166879 0.00 0.03 0.01 0.24
H 2.162694 -0.195187 -3.909315 0.01 0.00 0.00 0.25
H -0.077845 -0.854281 -3.129395 -0.01 -0.01 0.01 0.20
H -5.402824 -2.571701 0.906350 0.00 -0.02 0.00 0.47
H 1.615926 -2.127569 0.630762 -0.01 0.00 0.00 0.24
H 3.860966 -1.493011 -0.184666 0.01 0.01 -0.01 0.25
H -1.456317 -2.046549 -1.445404 -0.01 0.06 0.01 0.21
H 3.131297 3.966433 -0.267911 0.00 0.00 0.00 0.26
H -4.602328 -0.665624 -1.982328 -0.06 0.06 0.05 0.43
H -3.304178 1.257385 -1.157059 -0.02 -0.02 0.00 0.43
```
Forces are in eV/Å.

## Properties
- 2S+1: 1
- Charge: +2
- Total energy: -37209.5790 eV
- E_HOMO: -0.557 Eh
- Frontier orbital gap: 0.2495 Eh

No. 3
The following is a DFT calculation (ωB97M-V with the def2-TZVPD basis set) of a 2-piece molecular cluster, C4H9NO overall in a non-equilibrium geometry.

```
15
Properties=species:S:1:pos:R:3:forces:R:3:nbo_charge:R:1
O -0.370844 2.745600 -0.035539 -0.01 -0.07 0.02 -0.94
N 0.973015 -0.450044 0.808888 -0.11 0.06 -0.10 -0.40
C 1.929489 0.079323 0.173124 -0.11 -0.09 0.46 -0.06
C -1.487879 -0.418598 0.707637 0.01 -0.40 0.80 -0.66
C -0.096677 -1.662001 -0.946868 0.47 -0.01 -0.43 -0.45
C -0.186112 -0.854455 0.101689 -0.04 -0.02 0.29 0.14
H -2.018316 0.227599 0.057445 -0.57 0.57 -0.91 0.23
H -0.941754 -2.039158 -1.504910 -0.15 0.05 0.20 0.21
H -1.395236 0.148599 1.634782 0.40 -0.20 0.04 0.23
H 1.882347 0.287986 -0.896286 0.06 0.02 -0.11 0.16
H 0.886736 -1.958832 -1.292942 -0.06 -0.10 -0.01 0.20
H 2.818666 0.331136 0.745720 0.09 0.07 -0.22 0.18
H -2.121053 -1.280459 0.919967 0.00 0.01 -0.03 0.23
H 0.201953 2.950224 -0.783367 -0.04 -0.14 0.14 0.47
H -0.074331 1.893085 0.310657 0.06 0.23 -0.13 0.47
```
Forces are in eV/Å.

## Properties
- 2S+1: 1
- Total energy: -7830.1262 eV
- E_HOMO: -0.340 Eh
- Frontier orbital gap: 0.3677 Eh

No. 4
The following is a DFT calculation (ωB97M-V with the def2-TZVPD basis set) of C15H31B3O6Ti as an isolated structure in a non-equilibrium geometry.

```
56
Properties=species:S:1:pos:R:3:forces:R:3:nbo_charge:R:1
Ti -1.597550 1.348879 2.232807 -1.05 0.81 -0.50 1.75
O -0.255090 3.740469 -1.381237 -1.67 -2.47 2.85 -0.50
O 3.573691 -0.756454 0.959951 -4.33 1.16 -1.86 -0.90
O -4.086167 -1.698969 0.206137 -0.41 5.06 7.33 -0.52
O -3.660321 -0.852490 2.530571 0.81 0.04 -3.07 -0.56
O 1.336944 -0.111628 -0.010721 1.67 -2.68 1.97 -0.98
O 3.126241 -0.804126 -1.641673 -2.19 -0.13 5.14 -0.90
C -2.434734 -1.668205 2.544540 0.98 -2.07 1.30 -0.12
C -1.324420 -0.811545 -1.936356 -1.21 -0.56 -1.16 -0.45
C -1.206770 0.221466 -3.207871 -0.39 0.53 0.06 -0.43
C 1.515665 -0.762616 2.699825 0.34 1.55 0.87 -0.78
C 0.861909 -2.414483 -1.364624 0.50 -1.06 -0.83 -0.84
C -0.273441 2.271153 -1.610415 0.53 -1.07 -1.49 -0.04
C -1.120713 -0.955907 1.873151 0.21 -0.31 0.73 -0.45
C -0.448005 -2.144115 -2.304345 -1.18 -0.94 0.50 -0.40
C -5.554322 0.242638 1.007452 -0.17 -0.27 1.85 -0.74
C -4.328256 -0.865388 1.220496 -1.12 -2.95 -5.95 0.75
C -1.294885 1.811522 -2.821562 0.15 0.68 -0.17 -0.44
C 6.446501 0.005850 0.530927 0.11 0.59 -0.48 -0.62
C -0.828358 3.918521 -0.034446 0.40 1.44 -0.19 -0.26
C -0.044146 -0.326968 2.935126 -0.52 -2.97 0.65 -0.44
C 5.345672 0.457221 -0.641981 -0.31 -0.47 0.26 -0.81
B 1.795925 -1.105608 -1.044629 1.22 0.68 -1.00 1.26
B 2.105079 -0.512231 1.189364 2.47 -0.20 -1.97 1.17
B 3.938558 -0.398502 -0.439015 1.25 0.36 -0.95 1.22
H 5.761506 0.259969 -1.731245 -0.80 0.55 2.29 0.26
H -0.661337 -1.712725 1.097582 -0.72 2.07 1.25 0.35
H 6.169371 0.491260 1.580612 0.58 -1.16 -2.34 0.22
H -0.202113 -2.132639 -3.453361 -0.22 0.06 2.41 0.24
H 1.545922 -3.201632 -1.945472 -1.47 1.66 1.32 0.29
H -2.467343 -1.156156 -1.903424 2.50 0.82 0.10 0.24
H 6.453318 -1.170682 0.618054 0.15 2.49 -0.10 0.22
H 2.164825 -0.072090 3.426336 -1.29 -1.61 -1.44 0.30
H -2.375910 2.153106 -2.521053 1.92 -0.79 -0.62 0.21
H -2.135804 -0.010932 -3.917533 2.23 0.54 1.41 0.25
H -1.526527 -0.036362 1.228565 0.08 -2.32 -1.03 0.04
H 1.685885 -1.861641 3.067492 -0.54 2.05 -0.75 0.32
H -1.000026 2.413899 -3.806570 -0.60 -1.13 2.31 0.26
H -1.872773 3.390787 0.117087 1.38 0.85 -0.59 0.13
H -0.580643 1.770357 -0.575552 0.63 0.50 -1.87 0.09
H -0.212083 0.034406 -3.832209 -2.09 0.40 1.47 0.23
H -2.201057 -1.889573 3.694172 -0.64 0.71 -2.47 0.24
H 0.522810 -2.986756 -0.374758 0.69 1.37 -1.90 0.23
H -5.198983 1.214015 0.436232 -0.57 -2.18 1.09 0.25
H 7.517147 0.409431 0.194032 -2.38 -1.05 0.91 0.24
H -2.576146 -2.748912 2.059366 0.02 2.67 0.74 0.29
H -1.170926 -3.080917 -2.144515 1.70 1.98 -0.43 0.23
H -0.349501 -0.752766 4.007061 0.49 1.35 -2.10 0.31
H -6.497550 -0.243092 0.465251 2.54 0.86 0.99 0.31
H -5.929914 0.532099 2.102780 0.84 -0.41 -2.43 0.25
H -1.107555 -0.337815 -0.889385 0.02 -0.85 -2.06 0.16
H -0.956208 5.083619 0.141539 0.28 -2.57 -0.21 0.27
H 5.056083 1.606481 -0.541318 0.77 -2.29 -0.27 0.25
H 0.810990 1.889584 -1.919335 -2.20 0.99 0.96 0.23
H -0.160055 0.855908 3.043236 1.59 -1.14 0.75 0.02
H -0.094412 3.461282 0.784863 -0.96 0.84 -1.25 0.14
```
Forces are in eV/Å.

## Properties
- 2S+1: 1
- Charge: +2
- Total energy: -53463.6826 eV
- E_HOMO: -0.556 Eh
- Frontier orbital gap: 0.1695 Eh